1.
164
Properties=species:S:1:pos:R:3 method="wB97M-V/def2-TZVPD" e_tot_ha=-12283.27003
C 6.632 -0.819 -4.391
Br 7.835 0.561 -5.090
Br 7.446 -1.743 -2.861
Br 6.050 -2.150 -5.737
H 5.742 -0.360 -3.960
O -1.828 7.036 3.361
P -3.110 7.562 3.869
N -3.870 6.483 4.921
C -3.635 5.028 4.659
C -5.012 6.744 5.702
N -4.238 7.717 2.627
C -5.653 8.018 2.853
C -3.889 7.325 1.271
N -2.961 9.043 4.737
C -2.796 10.271 3.983
C -2.386 9.048 6.098
H -4.224 4.595 3.851
H -3.900 4.468 5.556
H -2.551 4.924 4.611
H -5.277 7.795 5.585
H -4.668 6.680 6.734
H -5.784 6.035 5.404
H -6.110 7.113 3.252
H -5.862 8.839 3.538
H -6.191 8.330 1.957
H -4.451 7.840 0.492
H -2.901 7.772 1.156
H -3.726 6.253 1.161
H -2.915 11.159 4.604
H -1.740 10.316 3.716
H -3.558 10.229 3.206
H -2.105 10.032 6.475
H -1.501 8.412 6.089
H -3.145 8.760 6.825
O 2.836 1.660 -1.964
P 1.602 1.102 -1.404
N 0.556 0.354 -2.557
C -0.158 1.234 -3.421
C 1.137 -0.844 -3.239
N 0.570 2.190 -0.496
C -0.562 1.728 0.358
C 1.152 3.462 -0.093
N 1.749 -0.302 -0.326
C 2.769 -0.339 0.703
C 0.709 -1.294 -0.111
H 0.569 1.686 -4.095
H -0.621 2.056 -2.875
H -1.076 0.823 -3.840
H 1.432 -1.680 -2.605
H 2.042 -0.549 -3.769
H 0.448 -1.174 -4.017
H -0.122 1.408 1.303
H -1.232 2.571 0.521
H -1.066 0.974 -0.246
H 2.113 3.274 0.386
H 1.324 4.005 -1.022
H 0.513 4.106 0.511
H 3.036 -1.389 0.823
H 3.673 0.205 0.429
H 2.348 0.013 1.645
H 0.109 -1.006 0.752
H 1.181 -2.235 0.173
H 0.007 -1.426 -0.934
O -1.783 -7.989 6.574
P -2.050 -7.975 5.125
N -1.828 -6.403 4.379
C -1.893 -6.171 2.919
C -1.494 -5.305 5.264
N -3.665 -8.341 4.670
C -4.721 -7.432 5.001
C -4.105 -9.641 4.297
N -0.984 -8.998 4.257
C 0.074 -9.731 5.065
C -0.903 -9.253 2.850
H -1.241 -6.719 2.240
H -1.813 -5.106 2.701
H -2.875 -6.505 2.584
H -2.265 -5.230 6.032
H -1.329 -4.392 4.693
H -0.516 -5.527 5.692
H -4.453 -6.384 5.132
H -5.505 -7.406 4.244
H -5.118 -7.695 5.981
H -5.181 -9.751 4.434
H -3.889 -9.699 3.230
H -3.620 -10.432 4.870
H 0.932 -10.094 4.499
H 0.517 -8.957 5.691
H -0.374 -10.575 5.590
H -1.760 -8.766 2.385
H -0.849 -10.313 2.604
H -0.041 -8.752 2.409
C 0.880 -5.362 -7.195
O -0.172 -4.965 -8.077
C -1.436 -5.072 -7.703
O -1.881 -5.428 -6.551
O -2.234 -4.752 -8.709
C -3.508 -4.269 -8.538
H 1.739 -5.555 -7.837
H 0.777 -6.242 -6.561
H 1.219 -4.557 -6.543
H -3.498 -3.347 -7.957
H -4.103 -4.964 -7.944
H -3.932 -4.008 -9.508
C 7.419 7.345 -8.026
O 7.029 6.378 -7.029
C 7.203 6.650 -5.812
O 7.485 7.745 -5.328
O 7.062 5.500 -5.117
C 7.072 5.450 -3.671
H 8.491 7.538 -8.071
H 7.033 8.348 -7.845
H 7.157 6.976 -9.018
H 6.549 6.328 -3.290
H 8.106 5.521 -3.335
H 6.819 4.422 -3.408
C -5.473 1.506 -2.612
O -5.259 0.476 -1.659
C -4.863 -0.811 -2.036
O -5.033 -1.785 -1.279
O -4.326 -0.760 -3.215
C -3.859 -1.932 -3.847
H -4.773 1.467 -3.446
H -5.278 2.467 -2.137
H -6.499 1.581 -2.972
H -4.634 -2.697 -3.865
H -3.026 -2.382 -3.307
H -3.602 -1.730 -4.887
C -0.339 0.635 -8.805
O 0.689 1.587 -9.105
C 1.943 1.265 -8.727
O 2.367 0.111 -8.642
O 2.600 2.418 -8.492
C 3.814 2.357 -7.869
H -0.154 -0.277 -9.373
H -1.346 0.976 -9.047
H -0.403 0.282 -7.776
H 4.387 3.187 -8.283
H 4.408 1.447 -7.952
H 3.656 2.516 -6.803
C 1.483 2.953 4.777
O 0.794 2.638 5.972
C 0.342 1.390 6.082
O 0.550 0.434 5.282
O -0.512 1.403 7.130
C -1.521 0.362 7.153
H 2.506 3.162 5.092
H 1.161 3.891 4.325
H 1.484 2.114 4.082
H -1.146 -0.617 6.854
H -2.236 0.559 6.354
H -1.978 0.298 8.141
C 4.100 -5.387 4.020
O 5.194 -5.760 3.217
C 6.260 -4.951 3.154
O 6.387 -3.862 3.662
O 7.129 -5.589 2.266
C 8.296 -4.912 1.810
H 3.863 -4.330 3.903
H 4.573 -5.452 5.000
H 3.242 -6.056 3.947
H 9.251 -5.378 2.049
H 8.317 -3.830 1.943
H 8.156 -5.050 0.738

=====

2.
141
Properties=species:S:1:pos:R:3 method="wB97M-V/def2-TZVPD" e_tot_ha=-2380.80969
C 4.456 1.363 -1.945
C 5.296 1.940 -0.796
C 5.424 0.877 0.305
C 6.692 2.237 -1.396
C 7.539 3.147 -0.529
C 6.759 4.389 -0.175
C 5.417 4.093 0.538
C 5.681 3.616 1.963
C 4.687 5.433 0.611
N 4.660 3.184 -0.336
O 3.345 2.959 0.131
H 3.533 0.837 -1.695
H 4.246 2.140 -2.680
H 5.062 0.596 -2.438
H 4.454 0.639 0.741
H 5.878 -0.006 -0.153
H 6.116 1.092 1.121
H 7.189 1.286 -1.597
H 6.602 2.778 -2.343
H 7.905 2.665 0.382
H 8.412 3.452 -1.113
H 6.551 4.999 -1.059
H 7.429 4.998 0.439
H 5.715 4.445 2.672
H 6.620 3.095 2.152
H 4.835 2.989 2.255
H 5.212 6.131 1.263
H 3.733 5.289 1.133
H 4.445 5.860 -0.361
H 2.819 3.437 -0.536
C -4.559 -4.480 4.871
C -3.035 -4.231 4.920
C -2.616 -3.609 6.244
C -2.340 -5.608 4.795
C -2.171 -6.164 3.392
C -1.476 -5.117 2.523
C -2.286 -3.800 2.469
C -1.378 -2.748 1.850
C -3.492 -4.038 1.524
N -2.574 -3.352 3.823
O -3.339 -2.138 3.834
H -4.771 -5.410 5.399
H -5.188 -3.682 5.263
H -4.878 -4.716 3.852
H -1.528 -3.520 6.283
H -3.098 -2.661 6.467
H -2.787 -4.299 7.078
H -1.409 -5.567 5.370
H -2.899 -6.360 5.362
H -1.626 -7.105 3.448
H -3.171 -6.335 2.987
H -1.432 -5.497 1.500
H -0.445 -4.894 2.801
H -0.981 -3.093 0.893
H -0.554 -2.473 2.507
H -1.917 -1.818 1.646
H -4.039 -3.101 1.355
H -4.223 -4.768 1.870
H -3.184 -4.323 0.518
H -4.128 -2.444 3.352
C -2.491 0.297 -6.173
C -3.803 -0.182 -5.527
C -4.832 0.948 -5.576
C -4.360 -1.341 -6.381
C -3.691 -2.693 -6.136
C -3.565 -3.009 -4.664
C -2.934 -1.892 -3.817
C -3.193 -2.295 -2.358
C -1.404 -1.847 -4.070
N -3.627 -0.645 -4.134
O -3.335 0.375 -3.208
H -1.965 -0.458 -6.754
H -2.739 1.070 -6.907
H -1.853 0.768 -5.425
H -4.482 1.967 -5.406
H -5.255 1.021 -6.584
H -5.688 0.735 -4.932
H -5.435 -1.378 -6.187
H -4.180 -1.084 -7.426
H -4.305 -3.472 -6.594
H -2.720 -2.660 -6.638
H -2.986 -3.928 -4.547
H -4.590 -3.202 -4.333
H -2.964 -3.356 -2.256
H -4.253 -2.215 -2.101
H -2.649 -1.655 -1.668
H -1.052 -2.840 -3.786
H -0.917 -1.090 -3.459
H -1.205 -1.656 -5.120
H -4.152 0.446 -2.703
C -0.843 3.858 1.771
C 0.368 4.678 1.351
O 0.097 5.465 0.192
H -1.669 4.503 2.069
H -0.595 3.331 2.698
H -1.107 3.142 0.994
H 1.256 4.049 1.241
H 0.605 5.376 2.162
H 0.722 5.191 -0.490
C 1.101 2.662 -3.610
C 0.680 3.711 -2.610
O 1.810 4.246 -1.900
H 1.719 1.916 -3.110
H 1.758 3.069 -4.385
H 0.247 2.202 -4.105
H 0.019 3.316 -1.840
H 0.172 4.554 -3.088
H 2.456 4.618 -2.511
C -0.940 0.465 -0.606
C 0.534 0.833 -0.372
O 1.100 -0.013 0.624
H -1.417 1.329 -1.074
H -1.399 0.238 0.353
H -1.011 -0.349 -1.325
H 0.608 1.842 0.045
H 1.067 0.729 -1.320
H 1.414 0.519 1.375
C -0.574 0.015 4.181
O -0.815 -1.188 4.907
H -1.547 0.365 3.827
H -0.155 0.779 4.832
H 0.062 -0.188 3.315
H -1.544 -1.666 4.473
C 3.120 -2.405 -0.009
O 1.839 -2.432 -0.587
H 3.049 -2.111 1.041
H 3.644 -3.357 -0.094
H 3.775 -1.698 -0.534
H 1.378 -1.610 -0.358
C -3.945 0.818 2.394
O -4.388 1.700 1.366
H -4.686 0.061 2.658
H -3.067 0.276 2.043
H -3.585 1.430 3.225
H -5.159 2.163 1.705
C 3.282 0.863 3.506
O 2.455 1.448 2.507
H 2.671 0.582 4.362
H 3.828 -0.028 3.184
H 3.999 1.615 3.849
H 3.048 1.747 1.800

=====

3.
165
Properties=species:S:1:pos:R:3 method="wB97M-V/def2-TZVPD" e_tot_ha=-6454.37136 charge=+4
C -3.825 7.428 -3.539
O -2.976 6.341 -3.014
C -1.703 7.004 -2.613
C -0.646 6.005 -2.040
N -0.688 4.707 -2.774
H -1.663 4.450 -2.719
H -0.507 4.867 -3.755
C 0.286 3.619 -2.327
C -0.525 2.698 -1.349
O -1.813 2.484 -1.735
C -2.435 1.451 -1.013
H -3.808 8.274 -2.852
H -4.775 6.950 -3.300
H -3.828 7.646 -4.607
H -1.973 7.676 -1.799
H -1.296 7.477 -3.507
H -0.857 5.707 -1.013
H 0.371 6.396 -2.022
H 1.257 3.881 -1.907
H 0.559 3.132 -3.263
H -0.607 3.107 -0.342
H -0.060 1.757 -1.055
H -1.761 0.594 -1.031
H -3.296 1.157 -1.613
H -2.786 1.651 0.000
C 5.553 2.682 2.004
O 5.121 1.330 1.869
C 3.959 1.202 2.645
C 3.240 0.070 2.099
N 3.128 -0.079 0.516
H 4.029 -0.101 0.060
H 2.711 -0.989 0.379
C 2.147 0.827 -0.274
C 2.239 0.449 -1.775
O 3.613 0.380 -2.182
C 3.674 -0.170 -3.483
H 4.923 3.395 1.473
H 6.549 2.759 1.568
H 5.684 2.957 3.051
H 3.344 2.096 2.542
H 4.153 1.147 3.716
H 2.209 -0.086 2.416
H 3.708 -0.882 2.352
H 2.597 1.795 -0.058
H 1.122 0.691 0.069
H 1.713 1.235 -2.317
H 1.665 -0.449 -2.002
H 2.930 0.189 -4.193
H 3.546 -1.247 -3.598
H 4.708 -0.052 -3.807
C 2.374 2.646 -7.699
O 1.234 2.469 -6.858
C 0.107 1.960 -7.593
C -1.096 1.753 -6.659
N -1.376 2.964 -5.681
H -0.476 3.242 -5.315
H -1.598 3.804 -6.195
C -2.477 2.711 -4.667
C -2.427 1.362 -3.899
O -1.195 1.299 -3.312
C -0.815 0.112 -2.615
H 2.212 3.501 -8.356
H 2.504 1.715 -8.251
H 3.260 2.926 -7.129
H 0.408 1.058 -8.127
H -0.305 2.640 -8.338
H -0.776 0.906 -6.053
H -2.023 1.696 -7.230
H -3.290 2.815 -5.385
H -2.415 3.598 -4.036
H -2.554 0.520 -4.580
H -3.207 1.241 -3.148
H 0.200 0.236 -2.237
H -0.755 -0.521 -3.500
H -1.386 -0.337 -1.803
C -2.659 -3.898 -2.294
O -1.857 -4.712 -1.306
C -0.527 -4.460 -1.443
C 0.352 -4.732 -0.289
N 0.211 -6.214 0.152
H -0.661 -6.311 0.654
H 0.185 -6.799 -0.671
C 1.439 -6.659 1.026
C 1.680 -5.723 2.190
O 0.442 -5.385 2.800
C 0.271 -6.018 4.035
H -2.669 -4.449 -3.234
H -2.410 -2.838 -2.328
H -3.696 -4.088 -2.017
H -0.277 -3.429 -1.692
H -0.145 -4.926 -2.351
H 0.147 -4.148 0.609
H 1.374 -4.556 -0.625
H 2.342 -6.714 0.419
H 1.093 -7.662 1.277
H 2.099 -4.824 1.740
H 2.467 -6.112 2.837
H 0.263 -7.075 3.769
H -0.652 -5.524 4.340
H 1.151 -5.764 4.626
C -0.600 -6.830 5.994
O -0.452 -5.460 5.580
C 0.409 -4.772 6.453
C 0.579 -3.199 6.242
N -0.826 -2.560 6.344
H -1.498 -3.274 6.100
H -1.081 -2.229 7.263
C -1.024 -1.239 5.635
C -1.124 -1.316 4.119
O -2.381 -1.677 3.667
C -2.549 -3.010 3.232
H 0.386 -7.294 6.010
H -1.350 -7.285 5.346
H -0.899 -6.849 7.042
H 1.430 -5.143 6.359
H 0.097 -4.967 7.479
H 1.057 -3.055 5.273
H 1.053 -2.731 7.106
H -0.239 -0.550 5.947
H -1.921 -0.737 5.998
H -0.321 -1.835 3.597
H -1.025 -0.267 3.838
H -2.063 -3.787 3.822
H -2.156 -3.192 2.232
H -3.598 -3.295 3.316
C -3.836 3.603 1.830
O -3.042 2.938 2.812
C -3.038 1.545 2.546
C -1.927 0.870 3.407
N -0.583 1.712 3.310
H -0.827 2.658 3.565
H 0.006 1.357 4.050
C 0.155 1.670 1.959
C 0.850 2.970 1.560
O 0.146 4.209 1.736
C 0.861 5.434 1.315
H -3.551 3.500 0.783
H -3.949 4.664 2.049
H -4.858 3.276 2.022
H -2.771 1.251 1.531
H -4.040 1.146 2.702
H -1.729 -0.111 2.974
H -2.294 0.779 4.429
H -0.616 1.348 1.259
H 0.812 0.807 2.062
H 1.227 2.889 0.540
H 1.862 2.983 1.965
H 0.300 6.303 1.659
H 0.916 5.458 0.227
H 1.807 5.575 1.837
As 2.875 -3.132 -1.567
F 3.689 -1.754 -0.823
F 3.236 -2.508 -3.217
F 2.175 -4.500 -2.339
F 2.674 -3.788 0.070
F 1.306 -2.322 -1.516
F 4.426 -4.050 -1.612
C -1.125 -1.929 0.435
F -0.324 -2.926 0.538
F -1.934 -2.075 -0.654
F -1.781 -1.657 1.566
S -0.134 -0.368 -0.049
O 0.832 -0.273 1.073
O 0.450 -0.619 -1.450
O -1.151 0.709 -0.018